DFT (ωB97M-V with the def2-TZVPD basis set) results for 4 unconnected molecules or ions with the total composition C27H63BO3.

Values from the calculation:
**F_max**: 0.2 eV Å⁻¹
**SMILES**: CCCCCCCCCCCB[C@H](C)CC.CCOCC.CCOCC.CCOCC
**HOMO level**: -0.351 Eh
**Gap between HOMO and LUMO**: 10.278 eV
**LUMO**: 0.733 eV

```
! RIJCOSX wB97M-V def2-TZVPD def2/J DEFGRID3
* xyz 0 1
C 2.53 -1.40 -1.02
C 2.85 -0.34 -2.07
C 2.00 0.92 -1.91
C 2.71 2.05 -1.17
C 1.94 3.37 -1.18
C 0.67 3.32 -0.34
C -0.14 4.61 -0.31
C -0.68 5.08 -1.66
C -1.68 4.11 -2.28
C -1.06 3.16 -3.32
C -2.05 2.14 -3.95
B -3.32 1.84 -3.08
C -3.31 1.06 -1.71
C -1.95 0.53 -1.21
C -4.40 -0.03 -1.70
C -4.79 -0.47 -0.29
H 3.11 -2.32 -1.16
H 1.47 -1.68 -1.06
H 2.73 -1.04 -0.02
H 3.91 -0.07 -1.99
H 2.73 -0.76 -3.07
H 1.68 1.30 -2.89
H 1.08 0.66 -1.38
H 3.70 2.20 -1.62
H 2.89 1.75 -0.13
H 1.70 3.63 -2.21
H 2.59 4.18 -0.81
H 0.96 3.07 0.69
H 0.03 2.50 -0.67
H -0.99 4.46 0.36
H 0.46 5.41 0.14
H 0.15 5.24 -2.36
H -1.14 6.06 -1.52
H -2.15 3.52 -1.49
H -2.49 4.66 -2.77
H -0.22 2.63 -2.86
H -0.63 3.77 -4.11
H -2.33 2.48 -4.95
H -1.53 1.18 -4.09
H -4.40 2.21 -3.46
H -3.67 1.82 -1.00
H -1.98 -0.56 -1.09
H -1.67 0.95 -0.25
H -1.14 0.74 -1.91
H -5.29 0.31 -2.23
H -4.02 -0.90 -2.25
H -5.59 -1.20 -0.30
H -5.13 0.39 0.30
H -3.94 -0.91 0.24
C 2.90 -4.66 3.72
C 3.23 -3.81 2.50
O 2.12 -3.17 1.91
C 1.41 -2.26 2.73
C 2.25 -1.09 3.22
H 2.13 -5.39 3.47
H 3.79 -5.20 4.03
H 2.55 -4.05 4.56
H 3.64 -4.44 1.71
H 4.01 -3.07 2.75
H 0.96 -2.78 3.59
H 0.60 -1.90 2.11
H 3.03 -1.41 3.91
H 1.61 -0.38 3.75
H 2.72 -0.58 2.38
C -5.13 4.29 -0.23
C -6.02 3.80 -1.36
O -7.40 4.04 -1.15
C -7.78 5.40 -1.02
C -7.46 6.26 -2.23
H -5.45 3.85 0.72
H -4.10 3.98 -0.42
H -5.14 5.37 -0.14
H -5.94 2.72 -1.47
H -5.69 4.24 -2.32
H -7.33 5.84 -0.12
H -8.86 5.37 -0.86
H -6.39 6.38 -2.38
H -7.89 7.26 -2.10
H -7.89 5.82 -3.13
C 7.00 -7.98 1.78
C 6.16 -6.89 2.41
O 4.96 -7.35 3.01
C 5.11 -8.28 4.07
C 5.89 -7.74 5.26
H 6.41 -8.56 1.07
H 7.84 -7.53 1.25
H 7.41 -8.66 2.53
H 5.83 -6.18 1.65
H 6.76 -6.32 3.14
H 5.57 -9.21 3.71
H 4.09 -8.52 4.38
H 6.94 -7.55 5.01
H 5.87 -8.46 6.07
H 5.45 -6.81 5.62
*
```

***

DFT (ωB97M-V with the def2-TZVPD basis set) results for 12 unconnected molecules or ions with the total composition C27H63N9O24S3 at a distorted geometry.

Values from the calculation:
**F_max**: 2.1 eV Å⁻¹
**SMILES**: C[N+](=O)[O-].C[N+](=O)[O-].C[N+](=O)[O-].O=S1(=O)OCCO1.O=S1(=O)OCCO1.O=S1(=O)OCCO1.CN(C)C=O.CN(C)C=O.CN(C)C=O.CN(C)C=O.CN(C)C=O.CN(C)C=O
**HOMO level**: -0.317 Eh
**Gap between HOMO and LUMO**: 8.367 eV
**LUMO**: -0.250 eV

```
! RIJCOSX wB97M-V def2-TZVPD def2/J DEFGRID3
* xyz 0 1
C -15.20 -7.95 7.86
N -16.63 -8.02 8.24
O -17.26 -9.06 8.14
O -17.15 -6.97 8.60
H -14.78 -7.33 8.66
H -15.03 -7.51 6.88
H -14.74 -8.91 8.06
C -9.28 -7.63 8.83
N -10.56 -8.39 8.81
O -11.54 -7.83 8.34
O -10.54 -9.56 9.13
H -8.53 -8.10 8.22
H -9.05 -7.54 9.89
H -9.48 -6.60 8.54
C -11.96 -11.82 8.65
N -12.66 -11.24 7.48
O -13.87 -11.20 7.49
O -12.00 -10.97 6.50
H -12.63 -11.71 9.50
H -11.03 -11.27 8.76
H -11.75 -12.88 8.50
O -14.40 -12.54 14.77
S -15.58 -13.18 15.28
O -15.46 -14.09 16.37
O -16.71 -12.05 15.60
C -17.52 -11.88 14.44
C -17.69 -13.27 13.86
O -16.42 -13.91 14.09
H -18.49 -11.50 14.74
H -17.01 -11.20 13.76
H -17.98 -13.21 12.81
H -18.45 -13.85 14.38
O -11.06 -4.74 10.01
S -12.40 -4.71 9.52
O -13.37 -5.60 10.09
O -12.96 -3.19 9.68
C -13.69 -2.78 8.52
C -12.89 -3.44 7.41
O -12.45 -4.70 7.90
H -14.67 -3.25 8.64
H -13.73 -1.70 8.44
H -12.04 -2.80 7.16
H -13.50 -3.60 6.53
O -12.63 -4.95 16.32
S -12.19 -5.48 15.08
O -12.66 -6.78 14.71
O -12.53 -4.43 13.87
C -11.33 -4.05 13.20
C -10.23 -4.18 14.22
O -10.58 -5.43 14.89
H -11.08 -4.77 12.41
H -11.38 -3.07 12.74
H -10.18 -3.42 15.00
H -9.25 -4.33 13.78
C -14.97 -3.05 12.33
N -15.84 -4.18 12.61
C -16.46 -4.71 11.41
C -15.84 -4.72 13.84
O -16.40 -5.75 14.16
H -14.01 -3.51 12.10
H -14.84 -2.40 13.19
H -15.34 -2.49 11.47
H -17.11 -3.96 10.95
H -15.67 -4.87 10.67
H -16.92 -5.68 11.54
H -15.25 -4.09 14.53
C -14.84 -7.62 11.77
N -14.26 -8.80 11.13
C -12.87 -8.70 10.71
C -14.89 -9.98 11.12
O -14.47 -10.96 10.52
H -14.08 -7.10 12.36
H -15.68 -7.85 12.42
H -15.18 -7.01 10.94
H -12.21 -9.29 11.34
H -12.80 -8.94 9.65
H -12.52 -7.66 10.66
H -15.87 -9.95 11.63
C -17.94 -13.23 7.66
N -18.48 -12.43 8.72
C -19.92 -12.56 8.95
C -17.68 -12.09 9.77
O -18.11 -11.79 10.87
H -17.79 -14.29 7.95
H -16.91 -12.97 7.38
H -18.58 -13.26 6.78
H -20.44 -12.37 8.01
H -20.12 -13.62 9.15
H -20.30 -11.97 9.76
H -16.61 -12.08 9.52
C -10.64 -10.16 14.04
N -10.04 -9.42 12.94
C -9.54 -10.20 11.83
C -10.09 -8.08 12.89
O -9.72 -7.39 11.95
H -11.27 -9.57 14.71
H -9.86 -10.64 14.63
H -11.35 -10.88 13.64
H -8.80 -9.67 11.25
H -9.10 -11.10 12.26
H -10.35 -10.52 11.17
H -10.63 -7.67 13.76
C -14.02 -14.37 11.99
N -14.49 -15.29 10.99
C -15.19 -14.66 9.90
C -13.84 -16.46 10.91
O -13.82 -17.20 9.95
H -14.81 -13.71 12.36
H -13.16 -13.75 11.75
H -13.78 -14.88 12.92
H -15.39 -15.38 9.11
H -16.13 -14.27 10.30
H -14.60 -13.86 9.45
H -13.27 -16.71 11.82
C -14.71 -9.18 15.18
N -14.03 -9.14 16.47
C -13.65 -10.43 17.03
C -13.88 -8.03 17.20
O -13.49 -8.05 18.36
H -14.58 -8.17 14.77
H -15.80 -9.30 15.18
H -14.29 -9.93 14.52
H -13.36 -10.34 18.07
H -14.51 -11.09 16.92
H -12.83 -10.92 16.49
H -14.27 -7.11 16.75
*
```

***

DFT (ωB97M-V with the def2-TZVPD basis set) results for 4 unconnected molecules or ions with the total composition C27H64BN3 at a distorted geometry.

Values from the calculation:
**F_max**: 4.6 eV Å⁻¹
**HOMO level**: -0.416 Eh
**Gap between HOMO and LUMO**: 7.723 eV
**LUMO**: -3.603 eV

```
! RIJCOSX wB97M-V def2-TZVPD def2/J DEFGRID3
* xyz 2 1
B 0.80 0.77 -0.64
H 1.31 -0.06 -0.18
H 1.15 0.82 -1.66
H -0.26 0.61 -0.57
H 1.03 1.69 -0.11
C -5.47 -3.62 5.38
C -4.87 -3.02 4.10
C -3.74 -3.93 3.62
N -2.97 -3.51 2.33
C -1.78 -4.50 2.13
C -1.19 -4.39 0.73
C -2.19 -4.43 -0.43
C -3.25 -3.29 -0.17
C -3.93 -3.51 1.14
C -2.28 -2.12 2.61
H -5.92 -2.84 5.98
H -4.75 -4.13 6.02
H -6.17 -4.42 5.14
H -4.42 -2.07 4.38
H -5.62 -2.80 3.34
H -4.03 -4.95 3.38
H -2.86 -3.94 4.27
H -2.12 -5.48 2.46
H -1.00 -4.27 2.86
H -0.51 -5.24 0.66
H -0.37 -3.67 0.70
H -2.66 -5.42 -0.50
H -1.67 -4.39 -1.38
H -3.92 -3.34 -1.03
H -2.75 -2.33 -0.07
H -4.51 -4.43 1.21
H -4.65 -2.72 1.34
H -3.16 -1.49 2.46
H -1.52 -1.92 1.87
H -2.01 -2.07 3.67
C 6.48 -1.88 -7.97
C 5.75 -1.06 -6.90
C 4.63 -1.92 -6.31
N 3.82 -1.26 -5.12
C 2.84 -2.24 -4.44
C 3.57 -3.44 -3.77
C 4.59 -2.93 -2.72
C 5.51 -1.89 -3.28
C 4.77 -0.68 -4.00
C 2.79 -0.17 -5.63
H 7.12 -1.19 -8.50
H 5.98 -2.32 -8.83
H 7.15 -2.60 -7.49
H 5.22 -0.29 -7.45
H 6.43 -0.66 -6.15
H 5.05 -2.77 -5.78
H 3.88 -2.18 -7.06
H 2.27 -2.58 -5.30
H 2.16 -1.77 -3.74
H 4.17 -4.10 -4.40
H 2.82 -4.02 -3.23
H 5.13 -3.75 -2.25
H 3.98 -2.61 -1.88
H 6.21 -2.46 -3.89
H 6.18 -1.46 -2.54
H 5.30 0.09 -4.56
H 4.03 -0.29 -3.30
H 2.30 -0.49 -6.56
H 3.46 0.68 -5.79
H 1.99 0.17 -4.97
C -4.47 7.07 1.58
C -3.04 6.54 1.49
C -2.93 5.28 2.42
N -1.49 4.94 2.79
C -1.00 5.91 3.93
C 0.38 5.61 4.55
C 0.53 4.09 4.90
C 0.13 3.13 3.72
C -1.28 3.45 3.26
C -0.55 5.21 1.58
H -5.29 6.41 1.31
H -4.55 7.92 0.90
H -4.67 7.49 2.57
H -2.47 7.37 1.90
H -2.78 6.44 0.44
H -3.18 4.37 1.86
H -3.51 5.29 3.34
H -1.69 5.95 4.78
H -0.94 6.95 3.60
H 0.53 6.22 5.44
H 1.17 5.88 3.85
H -0.13 3.88 5.74
H 1.55 3.84 5.18
H 0.17 2.14 4.17
H 0.81 3.13 2.86
H -1.95 3.53 4.12
H -1.70 2.68 2.62
H -0.80 4.45 0.84
H 0.49 5.06 1.87
H -0.65 6.20 1.15
*
```

***

> Which formula does entry 3 have?

C27H64BN3

***

> Which value of LUMO does entry 1 give?

0.733 eV

***

> Which of these has the lowest F_max?

C27H63BO3

***

> Which of these has the lowest gap between HOMO and LUMO?

C27H64BN3